Record 1
A cluster of 12 separate species, C36H50O36 in total in a non-equilibrium geometry. Source: the OMol25 dataset; level of theory: the ωB97M-V functional and the def2-TZVPD basis.

Structure (XYZ):
```
122
Properties=species:S:1:pos:R:3:forces:R:3
C 2.82954 3.46170 7.55430 1.2 1.1 -0.3
O 3.45814 3.35804 6.26100 0.1 -0.2 0.1
C 2.71701 3.33410 5.17192 -0.2 0.0 -0.3
O 1.52362 3.43347 5.09654 -0.4 -0.1 0.1
O 3.53546 3.18178 4.12868 0.4 -0.2 0.2
C 2.94367 2.83577 2.88867 -0.3 0.3 -0.4
H 2.39240 2.52445 7.87843 -0.2 0.0 -0.1
H 2.18362 4.33697 7.60020 -0.5 -0.4 -0.2
H 3.71216 3.75024 8.12797 -0.3 -0.5 0.5
H 2.38747 3.66870 2.45438 0.1 0.1 0.2
H 2.25271 1.99502 2.95045 0.2 -0.1 0.2
H 3.77915 2.60719 2.23894 0.0 -0.1 0.0
O -2.06706 2.43566 3.82151 -0.3 -0.6 0.1
C -2.52532 1.70412 2.99925 0.8 0.8 -0.2
O -1.77860 0.75704 2.34170 0.3 0.0 0.1
C -2.65900 0.06921 1.47857 -1.3 -0.7 -1.2
C -3.69969 1.13431 1.19945 -0.6 -0.8 0.6
O -3.76229 1.73780 2.49626 0.0 0.8 0.2
H -2.30451 -0.28925 0.51177 1.0 0.2 0.4
H -3.07228 -0.81545 1.97569 -0.1 0.2 0.2
H -4.70399 0.76357 1.00544 0.2 -0.1 -0.3
H -3.37063 1.84746 0.44054 -0.1 0.1 0.1
O 3.54859 -0.67137 -4.31222 -0.2 0.4 -0.1
C 3.29754 0.40436 -3.85759 0.7 -0.5 0.1
O 4.17739 1.42235 -3.81303 0.2 0.4 -0.4
C 3.64919 2.51879 -3.08526 0.0 -0.1 1.7
C 2.26961 2.01395 -2.63046 0.3 0.2 0.0
O 2.15426 0.72339 -3.24229 -0.6 0.3 0.0
H 4.18140 2.63756 -2.13630 0.7 -0.2 -0.3
H 3.73451 3.50288 -3.54009 -0.3 -0.4 -0.9
H 1.44585 2.67550 -2.88805 -0.2 -0.3 -0.1
H 2.33747 1.83700 -1.55816 -0.5 0.1 0.1
O -4.19405 -0.02548 -2.38825 0.1 -0.3 0.3
C -4.79189 -0.99696 -2.04665 0.1 0.2 -0.1
O -4.79414 -1.51517 -0.79113 1.0 -0.1 0.5
C -5.47317 -2.76540 -0.80661 -2.0 0.1 -0.8
C -6.43222 -2.48955 -1.95917 -0.2 -1.1 -0.5
O -5.58566 -1.74076 -2.83309 -0.3 0.4 -0.2
H -4.92539 -3.65932 -1.10849 0.9 0.4 0.5
H -6.03921 -2.92228 0.10788 0.4 0.1 0.2
H -7.34166 -1.93619 -1.71606 0.2 0.2 0.1
H -6.72111 -3.39177 -2.49973 0.0 0.0 0.1
O -2.22610 -3.54349 -0.27108 -0.2 0.4 0.6
C -1.67539 -3.86678 0.74897 0.9 -0.3 -0.6
O -0.88077 -3.10426 1.51476 -0.7 0.1 -0.2
C -0.42981 -3.90974 2.64607 0.0 0.9 -0.8
C -0.56963 -5.28607 2.08164 0.3 -0.9 1.3
O -1.66623 -5.13966 1.19354 -0.3 -0.2 -0.4
H 0.58082 -3.56512 2.84439 0.0 -0.2 0.3
H -1.15906 -3.74902 3.44179 0.3 0.1 0.2
H -0.83347 -5.96438 2.89493 -0.2 -0.2 -0.3
H 0.31693 -5.69049 1.59216 -0.1 0.3 -0.3
O -0.43527 2.62804 -4.54291 -0.4 -0.4 -0.4
C -1.43974 3.26038 -4.41296 0.7 0.7 2.0
O -1.44806 4.60137 -4.51179 0.1 0.8 -0.6
C -2.75802 5.11653 -4.34314 -0.9 0.0 -0.2
C -3.56439 3.87436 -3.94068 -0.2 0.6 -0.9
O -2.59387 2.83568 -3.86896 0.0 -0.5 -0.3
H -2.89017 5.92076 -3.62040 0.9 -0.2 0.4
H -3.12297 5.54741 -5.27673 0.2 -0.2 -0.2
H -4.23359 3.62694 -4.76452 -0.3 -0.2 0.3
H -4.08466 4.06180 -3.00885 0.1 -0.6 0.2
O 7.91809 0.08804 -0.87803 0.3 0.3 0.0
C 6.88076 0.06419 -0.30589 -0.2 -0.2 -1.2
O 5.78899 0.80994 -0.67208 0.0 -0.1 0.6
C 4.81588 0.71506 0.39537 1.3 0.2 0.1
C 5.23201 -0.60054 1.06017 -1.7 0.5 -1.1
O 6.58600 -0.79621 0.67453 -0.3 0.4 0.9
H 4.98276 1.56150 1.06165 -0.2 0.2 -0.1
H 3.80772 0.69082 -0.00705 0.0 0.0 0.0
H 4.59089 -1.29445 0.52247 0.2 -0.9 0.6
H 5.03872 -0.56164 2.12621 0.4 -0.4 0.1
O 1.34518 0.31058 0.65153 -0.1 0.0 0.3
C 0.42708 0.13609 -0.09590 0.1 0.8 -0.3
O -0.02504 -1.02447 -0.53103 0.1 -0.5 1.1
C -0.88674 -0.83231 -1.64249 0.5 -0.8 -1.4
C -0.89925 0.68299 -1.88425 -0.7 -0.4 0.5
O -0.27232 1.14316 -0.66837 0.6 0.5 -0.1
H -0.32504 -1.43006 -2.36642 -0.6 0.5 -0.8
H -1.86492 -1.29576 -1.52787 0.0 0.1 0.5
H -1.89933 1.11200 -1.88970 0.0 -0.2 -0.1
H -0.38218 0.99838 -2.78883 0.3 0.0 0.2
O -2.64704 4.27314 -1.00342 0.0 -0.5 -0.4
C -1.65425 4.11743 -0.36565 0.6 1.3 1.2
O -1.62065 4.10216 0.99646 -0.8 0.5 -1.1
C -0.30411 3.74485 1.35510 -0.1 -1.7 1.8
C 0.57435 4.20874 0.23263 -1.2 -0.6 0.5
O -0.39024 4.11068 -0.84301 0.3 0.3 -0.7
H -0.08070 4.08525 2.36491 0.0 0.4 -0.2
H -0.39649 2.65600 1.41867 0.9 0.0 0.0
H 1.37215 3.48850 0.07682 0.2 0.3 -0.3
H 0.89832 5.22877 0.43699 0.1 0.1 -0.7
O -0.44740 -1.91791 -5.59694 0.0 -0.2 -0.2
C -0.98248 -2.69808 -4.88525 0.0 0.1 0.7
O -2.12251 -2.45360 -4.19014 -0.4 0.1 -0.7
C -2.58713 -3.66530 -3.59049 -0.2 0.8 1.0
C -1.30321 -4.42056 -3.42615 1.1 -0.8 -0.5
O -0.52821 -3.92686 -4.53532 0.4 0.2 -0.5
H -2.99187 -3.33705 -2.63242 -0.2 -0.4 0.0
H -3.35335 -4.15598 -4.19218 0.2 0.1 -0.2
H -1.29947 -5.50055 -3.57572 -0.5 0.1 0.2
H -0.73151 -4.20396 -2.51909 -0.5 0.2 0.1
O 1.70330 -3.06193 6.10021 -0.8 -0.4 0.1
C 0.97586 -2.30550 5.53662 0.6 1.0 0.0
O -0.24337 -1.88398 5.89609 -1.1 -0.5 1.2
C -0.74850 -0.86368 5.03374 0.5 0.8 -0.1
C 0.53617 -0.46500 4.26156 -1.5 -0.9 -1.0
O 1.33109 -1.63564 4.43838 1.1 0.6 -0.7
H -1.58976 -1.22310 4.43728 0.4 -0.5 -0.3
H -1.18633 -0.03701 5.59316 0.4 -0.1 0.4
H 1.00218 0.46165 4.58935 0.2 -0.2 0.4
H 0.32632 -0.41083 3.19523 0.1 0.3 0.0
O 2.32109 -3.21377 1.10892 -0.6 -0.6 -0.1
C 2.29254 -3.29829 -0.08023 0.7 0.9 -0.2
O 1.65073 -4.18068 -0.85447 -0.8 -1.5 0.0
C 2.21892 -4.17258 -2.17953 0.2 1.4 -0.5
C 2.71568 -2.72455 -2.23686 1.3 -0.5 -0.4
O 2.98584 -2.46878 -0.87057 0.0 0.8 0.6
H 3.04092 -4.87838 -2.28895 -0.1 -0.1 0.4
H 1.50570 -4.33625 -2.98442 -0.4 -0.3 0.5
H 2.03968 -1.99548 -2.68207 -0.1 -0.1 0.2
H 3.70309 -2.62691 -2.68639 -0.4 0.0 -0.6
```
Forces are in eV/Å.

- SMILES = COC(=O)OC.O=C1OCCO1.O=C1OCCO1.O=C1OCCO1.O=C1OCCO1.O=C1OCCO1.O=C1OCCO1.O=C1OCCO1.O=C1OCCO1.O=C1OCCO1.O=C1OCCO1.O=C1OCCO1
- energy relative to the best compared isomer or geometry (same formula, charge and spin) (kcal per mole) = 0.0
- E_tot (hartree) = -4110.522718
- HOMO-LUMO gap (eV) = 10.7480
- LUMO (eV) = 0.04

Mulliken atomic charge list, values in e, 99 entries: -0.662 -0.375 0.830 -0.551 -0.413 -0.006 0.285 0.316 0.252 0.235 0.174 0.038 -0.533 0.226 0.512 0.948 -0.052 -0.453 -0.999 0.362 0.119 0.028 -0.578 0.437 -0.366 -0.379 1.094 -0.127 0.174 0.341 0.078 -0.895 -0.424 0.523 -0.120 -0.173 -0.558 -0.328 0.148 0.429 0.296 0.306 -0.550 0.159 0.185 -0.171 -0.377 -0.426 0.217 0.315 0.368 0.187 -0.502 0.550 -0.370 -0.374 -0.338 -0.088 0.263 0.275 0.398 0.218 -0.543 0.573 -0.371 0.442 0.039 -0.376 0.006 -0.284 -0.005 0.385 -0.552 -0.535 -0.150 1.339 0.719 0.889 -0.571 -1.125 0.308 -0.036 -0.502 0.479 -0.387 0.365 -0.153 -0.275 0.500 -0.562 0.028 0.386 -0.513 0.597 -0.291 0.456 0.266 -0.418 -0.574

---

Record 2
A cluster of 7 separate species, C36H51BCl2F20N5O19P2 in total in a non-equilibrium geometry. Source: the OMol25 dataset; level of theory: the ωB97M-V functional and the def2-TZVPD basis.

Structure (XYZ):
```
136
Properties=species:S:1:pos:R:3:forces:R:3
N 6.32021 0.42988 3.37583 0.2 0.0 0.4
C 5.83400 -0.22893 2.42417 0.0 0.6 -0.2
C 5.40522 0.47108 1.13826 -0.4 0.5 -0.5
C 4.25739 -0.21779 0.38134 0.6 -0.6 0.6
C 4.75036 -1.64111 0.04423 0.5 -0.3 -0.9
O 5.92317 -1.45917 -0.76542 -0.5 0.6 -0.1
N 7.06232 -2.06611 -0.09226 0.2 -0.2 0.7
O 7.96818 -1.36332 -0.10209 0.3 0.0 -0.4
N 3.87036 0.32898 -0.95338 -1.8 -1.1 0.1
C 2.86248 1.43050 -0.76312 0.9 2.0 -1.5
P 2.23357 1.52799 -2.51981 -1.6 -0.8 -1.4
N 1.67787 0.14821 -3.01402 0.7 0.3 0.4
P 3.91658 3.01878 -0.50639 -0.3 1.2 1.6
O 5.35301 2.49202 -1.09184 -0.6 -0.2 -0.6
Cl 3.30361 4.41636 -1.92752 0.3 -0.5 -0.1
C 1.91047 1.00668 0.42600 2.5 -2.1 0.5
C 0.63726 0.25238 0.00627 -0.1 0.9 0.1
C -0.52231 1.08760 -0.55695 0.0 -0.5 0.3
C -1.67795 0.19862 -1.04518 0.5 0.3 0.7
Cl -1.15332 -1.19890 -2.01215 -0.5 0.5 0.2
N 1.75522 2.02704 1.48722 -2.2 0.9 -0.9
C 1.23422 3.23527 1.03300 -0.4 0.8 -0.9
O 1.12794 3.61568 -0.09503 0.5 -0.6 0.5
F 0.85418 4.00468 2.03864 0.1 -0.1 0.3
C 0.98733 1.57131 2.62370 2.0 -0.8 3.4
O 1.49965 1.27800 3.67306 -1.0 0.4 -2.2
F -0.33305 1.51491 2.48867 0.3 0.3 -0.6
C 2.92906 -0.01216 1.17120 0.1 -1.4 0.0
B 2.41466 -1.45999 1.63880 -0.8 0.0 -0.1
O 2.58428 -1.79637 2.93747 0.6 0.1 -0.1
O 1.80978 -2.41821 0.86461 0.7 0.2 -0.2
H 6.35741 1.42582 3.15841 0.0 0.1 0.1
H 5.78206 -1.30217 2.56653 -0.2 -0.2 -0.2
H 6.25616 0.65968 0.49361 0.2 -0.3 -0.1
H 5.06148 1.45870 1.43953 0.0 0.2 0.1
H 5.05180 -2.23692 0.89836 -0.4 0.0 0.3
H 4.06446 -2.21766 -0.57511 -0.4 0.0 0.2
H 4.55958 0.41366 -1.71003 0.5 0.6 0.5
H 3.24882 -0.42048 -1.32107 0.1 -0.1 -0.4
H 3.37292 1.87206 -3.28497 0.2 0.3 0.7
H 1.30081 2.55035 -2.67198 0.5 0.4 0.4
H 0.71615 0.26705 -3.31320 -0.1 -0.6 0.1
H 5.88697 3.27392 -1.28599 0.3 -0.1 -0.1
H 0.20157 -0.24100 0.87384 0.3 -0.3 0.3
H 0.97074 -0.53759 -0.65606 -0.3 0.0 -0.4
H -0.26958 1.85076 -1.27096 0.4 -0.3 0.0
H -0.94335 1.62221 0.29169 -0.1 0.3 0.0
H -2.17218 -0.18140 -0.16007 -0.2 -0.3 0.0
H -2.39510 0.80345 -1.57886 -0.1 -0.1 -0.4
H 3.29039 0.41686 2.09656 -0.4 0.4 0.2
H 2.47673 -2.75253 2.99240 -0.2 -0.2 0.4
H 1.94479 -2.29692 -0.07693 -0.5 -0.2 -0.3
C -2.39127 2.22672 4.77571 0.0 0.1 -0.3
C -3.71543 2.18005 5.50511 0.5 -0.2 0.4
O -4.73472 2.87574 4.76497 -0.2 0.1 0.0
C -5.29529 2.19909 3.77455 0.3 0.0 0.4
O -5.02963 1.08496 3.44290 -0.1 -0.2 -0.3
C -6.38962 3.05460 3.12238 -0.5 0.3 -0.4
F -5.97115 4.30968 2.91513 0.2 -0.2 -0.1
F -7.47195 3.11250 3.90376 0.0 -0.1 0.2
F -6.76650 2.55579 1.95237 0.2 -0.2 -0.1
H -2.11039 3.25837 4.55793 0.0 0.0 0.1
H -1.60655 1.76692 5.37608 0.0 0.0 0.0
H -2.45294 1.69971 3.82459 -0.1 -0.1 0.1
H -3.63709 2.69169 6.46161 -0.2 0.2 -0.1
H -4.02616 1.15629 5.70874 -0.1 0.0 -0.2
C -1.18891 -7.50540 -5.02976 0.2 0.1 0.3
C -1.35334 -6.09946 -5.56324 -0.3 -0.5 -0.4
O -0.99208 -5.11791 -4.56667 -0.1 0.3 0.1
C 0.29808 -4.87350 -4.43843 -0.3 -0.3 -0.4
O 1.18080 -5.38168 -5.05717 0.5 0.1 0.1
C 0.51075 -3.78203 -3.38127 0.2 0.4 0.3
F -0.22114 -4.00441 -2.28900 -0.1 -0.1 0.1
F 0.17872 -2.57564 -3.87100 0.1 -0.4 -0.3
F 1.78711 -3.71363 -2.99025 0.1 -0.1 -0.1
H -1.75499 -7.63176 -4.10645 -0.1 0.0 -0.1
H -1.53974 -8.23144 -5.76129 0.0 0.0 0.0
H -0.14510 -7.72050 -4.80337 0.0 0.0 -0.1
H -2.39667 -5.90810 -5.80262 0.0 0.2 0.2
H -0.77515 -5.94345 -6.47265 0.2 0.1 0.1
C -5.89693 6.10674 5.18982 0.1 0.0 0.5
C -6.31028 7.45894 5.72807 0.0 -0.1 -0.6
O -6.54930 7.40269 7.14701 -0.2 0.1 0.1
C -5.47539 7.46791 7.91670 -0.2 0.0 -0.4
O -4.34629 7.56367 7.54338 0.4 0.0 0.2
C -5.89313 7.44431 9.39385 -0.1 -0.1 0.5
F -6.81391 6.50523 9.62745 -0.1 -0.1 -0.1
F -6.41225 8.62343 9.75040 0.0 0.1 -0.1
F -4.85301 7.19945 10.18130 0.2 0.0 -0.1
H -6.63586 5.34899 5.45086 -0.1 0.0 -0.1
H -5.79508 6.14472 4.11241 0.0 0.1 0.0
H -4.94473 5.79167 5.61689 0.0 0.1 -0.1
H -7.25087 7.77020 5.27915 -0.1 0.0 0.2
H -5.57127 8.22566 5.49938 0.1 0.0 0.2
C 5.14939 -4.26061 -7.76584 -0.1 -0.2 0.2
C 5.42120 -5.17295 -8.94279 0.1 0.6 -0.1
O 5.59017 -6.53533 -8.51407 0.2 -0.2 0.0
C 4.47382 -7.21476 -8.29626 0.2 0.4 -0.2
O 3.36383 -6.79917 -8.41931 -0.4 -0.1 0.0
C 4.81347 -8.65694 -7.89453 0.1 -0.5 0.2
F 5.79420 -8.69472 -6.98753 0.1 0.1 0.1
F 5.21609 -9.35533 -8.96063 0.0 0.1 -0.2
F 3.75689 -9.27096 -7.37732 -0.2 0.1 0.0
H 5.93590 -4.36122 -7.01698 0.1 0.1 -0.1
H 5.10312 -3.22245 -8.09339 0.0 0.0 0.0
H 4.20577 -4.51358 -7.28249 0.0 0.0 -0.1
H 6.35542 -4.89501 -9.42554 0.1 -0.2 0.0
H 4.63408 -5.10740 -9.69243 -0.1 -0.2 0.1
C -1.08864 -1.34322 4.53896 -0.3 -0.1 0.2
C -0.14649 -2.52463 4.44279 0.0 0.4 -0.3
O -0.26186 -3.37000 5.59824 0.2 -0.1 0.1
C -1.27639 -4.22755 5.58647 0.3 0.3 -0.2
O -2.07976 -4.34656 4.71531 -0.3 -0.2 -0.1
C -1.24277 -5.09034 6.85567 -0.1 -0.2 0.5
F -1.01966 -4.34910 7.94347 0.0 0.2 0.0
F -0.26430 -5.99926 6.77140 0.1 0.0 -0.2
F -2.38781 -5.73350 7.02585 -0.2 0.0 -0.2
H -0.91945 -0.79785 5.46787 0.1 0.1 -0.1
H -0.93901 -0.66488 3.69913 0.0 0.0 0.0
H -2.12881 -1.66836 4.53786 0.0 0.0 -0.1
H 0.87899 -2.17471 4.42711 0.1 -0.1 0.3
H -0.31519 -3.09971 3.53050 -0.2 -0.1 0.1
C -4.47168 5.55627 -5.14786 0.4 0.0 0.1
C -4.69387 4.06070 -5.10316 -0.6 0.4 -0.2
O -3.43577 3.34739 -5.07513 0.1 -0.2 -0.1
C -2.84926 3.25056 -3.90284 -0.5 0.2 -0.2
O -3.24180 3.68802 -2.86419 0.2 -0.1 0.4
C -1.56237 2.42850 -4.03855 0.6 -0.6 -0.4
F -0.83394 2.79493 -5.09223 0.0 0.2 0.0
F -1.80888 1.12099 -4.15612 -0.4 0.0 -0.1
F -0.77782 2.53866 -2.95338 -0.4 0.7 -0.3
H -3.83129 5.82195 -5.98919 -0.1 0.0 -0.1
H -5.42230 6.07680 -5.24974 0.0 0.0 0.0
H -3.98038 5.90889 -4.24135 -0.1 0.0 0.1
H -5.20169 3.72893 -6.00515 0.2 -0.2 -0.1
H -5.31078 3.76885 -4.25495 0.2 -0.1 0.1
```
Forces are in eV/Å.

- E_tot (hartree) = -6730.830132
- HOMO-LUMO gap (eV) = 8.8024
- LUMO (eV) = -3.31
- total charge = +1

Mulliken atomic charge list, values in e, 99 entries: -0.723 -0.057 -2.343 0.879 -1.351 -0.280 0.112 -0.219 -0.533 0.672 0.323 -0.714 0.061 -0.463 -0.180 1.376 -1.539 -0.607 -1.245 0.017 0.190 0.349 -0.241 -0.313 0.158 -0.464 -0.044 -1.605 1.179 -0.832 -0.652 0.296 0.398 0.486 0.713 0.669 0.791 0.622 0.812 0.193 0.158 0.300 0.405 0.337 1.082 0.501 0.300 0.531 0.415 0.801 0.329 0.179 -0.804 -0.567 -0.205 0.358 -0.548 0.847 -0.223 -0.250 -0.248 0.348 0.403 0.165 0.394 0.317 -1.113 -0.204 -0.282 -0.024 -0.579 1.400 -0.283 -0.289 -0.300 0.315 0.384 0.306 0.302 0.326 -0.878 -0.482 -0.314 0.362 -0.517 0.888 -0.246 -0.249 -0.239 0.285 0.405 0.284 0.358 0.354 -1.003 -0.226 -0.332 0.382 -0.510

---

The lowest E_tot belongs to which entry?
C36H51BCl2F20N5O19P2